a) Formula: C2H4OS
Source: the Open Molecules 2025 dataset
Level of theory: ωB97M-V/def2-TZVPD

Each line ends with the Mulliken charge.
Positions of all 8 atoms, in Å:
C  1.58903  0.03252  -0.33916  -0.935
C  0.17524  -0.21477  -0.13331  0.456
H  1.71712  1.11256  -0.60335  0.251
H  2.11543  -0.10891  0.59472  0.260
H  2.03811  -0.60679  -1.06797  0.371
H  0.26208  -1.84985  -1.22252  0.327
O  -0.39131  -1.27944  -0.71126  -0.439
S  -0.84924  0.79888  0.67651  -0.292

Properties
Orbital gap (eV): 9.04

---

b) Formula: C2H4OS
Source: the Open Molecules 2025 dataset
Level of theory: ωB97M-V/def2-TZVPD

Each line ends with the Mulliken charge.
Positions of all 8 atoms, in Å:
C  1.23554  0.14446  0.14595  0.138
C  -1.06520  -0.06595  -0.08320  -0.548
O  0.09371  0.73966  -0.17265  -0.236
S  2.74639  0.61903  -0.09542  -0.285
H  0.94322  -0.87925  0.45294  0.149
H  -0.73029  -1.03676  0.08606  0.399
H  -1.56657  0.16040  -1.06879  0.172
H  -1.65680  0.31841  0.73512  0.210

Properties
Orbital gap (eV): 9.45

---

Which one is most stable, and which one is least stable? a) is the most stable of them, while b) is the least stable.

---

a) Formula: H40O20
Source: the Open Molecules 2025 dataset
Level of theory: ωB97M-V/def2-TZVPD

Each line ends with the Mulliken charge.
Positions of all 60 atoms, in Å:
O  0.18002  3.96759  3.47498  -0.621
H  0.32757  3.06424  3.23677  0.313
H  0.98261  4.43340  3.71168  0.309
O  2.64855  0.72708  -3.37459  -0.533
H  2.84846  1.69110  -3.20438  0.275
H  3.21216  0.27438  -2.76524  0.250
O  -0.01151  -2.96838  -3.69092  -0.651
H  -0.35094  -3.17555  -2.79615  0.339
H  0.17082  -3.93032  -3.92820  0.335
O  3.17540  -2.87859  -3.26933  -0.588
H  2.27931  -2.58843  -3.45627  0.320
H  3.33492  -2.29206  -2.54137  0.262
O  -2.69641  -0.01855  5.21581  -0.721
H  -2.66354  0.96174  5.07261  0.352
H  -2.00912  -0.44801  4.68669  0.311
O  3.61095  -0.28013  3.35972  -0.599
H  2.98698  -0.04781  4.02536  0.261
H  3.29731  -0.07757  2.48715  0.338
O  -0.72387  0.50328  1.78949  -0.623
H  -1.63564  0.45615  2.23103  0.215
H  -0.44314  -0.39194  2.00449  0.288
O  2.08665  -1.01152  -5.49785  -0.599
H  1.50834  -0.41546  -4.88463  0.317
H  1.67688  -1.89206  -5.43078  0.271
O  5.36875  2.25488  -0.00349  -0.622
H  4.68818  1.62638  0.24337  0.297
H  5.92948  1.90471  -0.70865  0.317
O  -5.31692  2.04868  -1.34891  -0.678
H  -4.83883  2.13889  -0.53216  0.271
H  -5.03349  1.18368  -1.70069  0.488
O  -4.51396  -0.33602  -2.13784  -0.675
H  -3.86557  0.06211  -1.55545  0.323
H  -4.20625  -0.44244  -3.02904  0.325
O  -2.37547  -1.04295  -2.70802  -0.550
H  -1.71457  -0.48731  -2.21923  0.247
H  -1.75685  -1.13248  -3.46680  0.264
O  2.23725  3.33915  -1.79686  -0.630
H  1.74901  3.95426  -1.19465  0.316
H  3.06410  3.82973  -1.82889  0.313
O  -4.03205  0.29464  2.83031  -0.592
H  -3.52060  0.10603  3.61989  0.372
H  -4.73151  0.91810  3.06108  0.289
O  -1.79309  -1.88624  1.95983  -0.525
H  -2.27572  -2.28484  2.68368  0.265
H  -1.87477  -2.39367  1.16816  0.267
O  4.74858  -1.82458  0.47866  -0.609
H  4.98830  -2.75731  0.55796  0.300
H  5.28765  -1.36625  1.14030  0.318
O  1.42718  2.03312  0.14573  -0.654
H  1.64997  2.05299  -0.81013  0.383
H  0.48437  1.73566  0.27110  0.288
O  -2.45145  -3.21018  -1.39693  -0.654
H  -2.59344  -3.28663  -2.32494  0.304
H  -2.64314  -2.36959  -0.99597  0.332
O  -2.44806  0.80714  -0.31117  -0.571
H  -1.55446  0.64500  0.01916  0.316
H  -2.95644  0.58070  0.50170  0.322
O  -0.03337  -0.04109  4.90721  -0.508
H  0.41360  -0.18295  5.74125  0.251
H  0.70080  -0.13392  4.28438  0.276

Properties
Orbital gap (eV): 9.71

---

b) Formula: H40O20
Source: the Open Molecules 2025 dataset
Level of theory: ωB97M-V/def2-TZVPD

Each line ends with the Mulliken charge.
Positions of all 60 atoms, in Å:
O  4.19711  9.59785  3.13133  -0.655
H  3.39009  10.01498  3.43291  0.441
H  4.00977  8.65979  3.16578  0.276
O  -1.85288  9.79326  0.52182  -0.558
H  -1.58314  9.32872  1.31408  0.216
H  -2.78223  9.97847  0.65687  0.326
O  1.86947  11.92053  1.49902  -0.553
H  1.89750  11.74687  2.43992  0.279
H  0.96986  12.20269  1.33376  0.339
O  -3.84938  11.19791  -3.18652  -0.671
H  -3.93078  10.89635  -2.28172  0.285
H  -4.09505  12.12249  -3.15435  0.301
O  1.70449  9.98960  3.88662  -0.675
H  1.60628  9.04592  4.01332  0.281
H  0.91266  10.36689  4.26989  0.240
O  3.46882  13.74038  -0.19456  -0.620
H  2.91129  13.41071  0.51022  0.384
H  3.34351  14.68916  -0.17580  0.304
O  -3.67625  6.89905  -2.44497  -0.671
H  -2.98969  7.10520  -1.81065  0.303
H  -3.53364  5.97776  -2.66205  0.328
O  0.75986  5.84474  1.20423  -0.633
H  1.10278  6.73437  1.28908  0.396
H  -0.05884  5.94837  0.71923  0.291
O  -0.37610  13.13761  0.49588  -0.594
H  -0.66660  13.67041  -0.24437  0.292
H  -0.14171  12.29471  0.10755  0.203
O  5.44449  11.77221  1.26999  -0.657
H  5.07088  11.19846  1.93891  0.327
H  4.69295  12.05381  0.74834  0.330
O  0.73498  15.67993  1.42701  -0.630
H  0.33013  14.82225  1.55632  0.330
H  0.53282  15.90631  0.51920  0.286
O  1.25440  8.80593  1.34970  -0.580
H  0.48080  9.05471  1.85555  0.293
H  1.95209  9.36842  1.68594  0.276
O  -1.24263  9.74418  3.40849  -0.581
H  -1.66585  8.92112  3.65280  0.307
H  -1.95583  10.38204  3.38167  0.269
O  -3.96397  13.68426  1.23923  -0.650
H  -3.55333  13.17552  0.54009  0.315
H  -4.90220  13.62679  1.05853  0.312
O  2.42586  5.27960  -2.49345  -0.636
H  3.33394  4.98094  -2.44419  0.319
H  2.19885  5.50727  -1.59186  0.328
O  0.18653  10.89867  -0.96677  -0.547
H  0.89358  10.25862  -0.88524  0.254
H  -0.56695  10.47796  -0.55264  0.351
O  -4.26727  10.71899  0.85644  -0.566
H  -5.13170  10.30870  0.88237  0.257
H  -4.29709  11.38509  1.54321  0.325
O  1.20015  12.25144  -5.93834  -0.622
H  1.70216  11.74954  -5.29623  0.344
H  1.23370  13.15276  -5.61781  0.310
O  -3.28602  8.84536  -4.54713  -0.650
H  -3.54292  9.65443  -4.10481  0.438
H  -3.25405  8.19038  -3.84984  0.326
O  2.07915  10.04004  -4.36101  -0.626
H  2.46600  9.82706  -3.51176  0.301
H  1.76342  9.20158  -4.69795  0.294

Properties
Orbital gap (eV): 8.92

---

Which one is most stable, and which one is least stable? b) is the most stable of them, while a) is the least stable.

---

a) Formula: H40O20
Source: the Open Molecules 2025 dataset
Level of theory: ωB97M-V/def2-TZVPD

Each line ends with the Mulliken charge.
Positions of all 60 atoms, in Å:
O  1.19372  1.86624  -0.80467  -0.641
H  1.90459  1.30984  -1.10994  0.198
H  0.43941  1.77650  -1.42789  0.458
O  4.28932  -2.13207  2.52123  -0.668
H  4.95603  -1.94191  3.25148  0.325
H  3.51465  -2.44663  3.01940  0.313
O  1.14697  -2.13778  -4.36250  -0.631
H  1.65624  -1.69316  -3.67044  0.330
H  1.21943  -1.61996  -5.15689  0.274
O  2.21224  -1.42028  -1.00193  -0.395
H  2.37904  -1.12836  -0.11746  0.200
H  2.03526  -2.34829  -0.96619  0.306
O  -3.16512  3.77391  2.85820  -0.681
H  -3.74129  3.27157  2.19319  0.348
H  -2.69903  4.40589  2.23166  0.330
O  -1.58398  1.05292  3.43603  -0.623
H  -1.92073  1.92346  3.22288  0.297
H  -0.64864  1.41879  3.52181  0.314
O  -0.23877  -1.72062  2.59525  -0.505
H  -0.91472  -2.10847  2.02571  0.241
H  -0.21658  -0.74160  2.53644  0.288
O  3.22260  0.31891  -3.30105  -0.482
H  3.19831  -0.08488  -2.45851  0.211
H  4.00874  0.83453  -3.33944  0.257
O  3.05939  -0.15242  1.78472  -0.662
H  3.65071  -0.73385  1.40887  0.271
H  3.31019  0.15405  2.61251  0.310
O  -4.14248  1.84609  -0.15892  -0.709
H  -3.37596  1.86040  -0.79106  0.302
H  -3.73751  1.28762  0.57274  0.323
O  -3.26121  -0.63100  -2.05962  -0.624
H  -3.82733  -1.44809  -2.32090  0.282
H  -3.74899  -0.02194  -1.52849  0.305
O  1.00889  1.42978  -4.29836  -0.545
H  1.83786  1.16546  -4.75652  0.266
H  0.42428  0.66991  -4.48639  0.292
O  -0.74888  3.10154  -2.40197  -0.697
H  0.10863  3.39388  -2.14947  0.277
H  -0.82362  3.21464  -3.38456  0.275
O  -0.72148  1.07200  0.36759  -0.420
H  -1.39738  1.01575  1.03840  0.144
H  -0.01992  1.74829  0.75424  0.341
O  0.03456  -3.11011  -1.03379  -0.607
H  -0.58697  -3.11250  -1.72162  0.273
H  0.22888  -2.33516  -0.58746  0.339
O  2.12744  -1.05726  3.93178  -0.655
H  1.75262  -1.72912  4.44836  0.298
H  1.74523  -0.91292  3.04990  0.395
O  0.64464  4.20660  2.29434  -0.588
H  -0.12837  4.28795  1.71353  0.282
H  0.51804  3.71356  3.10471  0.292
O  -2.96841  -3.38495  -0.37213  -0.581
H  -2.25374  -4.02537  -0.34865  0.303
H  -3.42887  -3.64447  -1.19277  0.284
O  -2.68030  1.53121  -3.15190  -0.726
H  -2.20413  1.99927  -2.42610  0.440
H  -2.78788  0.58768  -2.86965  0.474
O  0.48420  -4.39603  3.20908  -0.605
H  0.77577  -4.09499  2.32273  0.305
H  -0.43112  -4.39093  3.08472  0.282

Properties
Orbital gap (eV): 10.09

---

b) Formula: H40O20
Source: the Open Molecules 2025 dataset
Level of theory: ωB97M-V/def2-TZVPD

Each line ends with the Mulliken charge.
Positions of all 60 atoms, in Å:
O  -0.95780  -2.23679  -1.92293  -0.701
H  -1.80411  -2.65578  -2.07930  0.310
H  -1.14232  -1.55816  -1.27358  0.242
O  2.48863  2.23670  1.48986  -0.649
H  2.82239  1.94130  2.33696  0.306
H  2.00571  3.03887  1.68869  0.244
O  -2.54871  0.13873  2.10925  -0.707
H  -2.61627  1.06474  2.34198  0.348
H  -1.86098  0.10798  1.44419  0.342
O  1.82527  -2.67310  -1.70300  -0.650
H  0.88801  -2.76230  -1.87566  0.400
H  1.89531  -1.88969  -1.15747  0.283
O  0.65062  0.10962  -3.12126  -0.596
H  0.95891  0.09185  -4.02728  0.231
H  -0.20419  -0.32015  -3.15015  0.273
O  -3.72171  -1.55713  -0.31090  -0.606
H  -3.52367  -0.95739  0.40835  0.318
H  -4.19912  -1.02209  -0.94497  0.290
O  2.76898  -3.05217  2.93392  -0.732
H  2.96424  -3.04369  1.99688  0.369
H  3.51922  -2.61743  3.33934  0.301
O  2.48504  1.90075  -2.69536  -0.697
H  2.10662  2.58239  -2.14003  0.339
H  1.78666  1.25301  -2.78985  0.439
O  -2.19713  3.45620  -2.35668  -0.655
H  -2.56407  4.07603  -1.72630  0.268
H  -1.25011  3.57841  -2.28999  0.345
O  -0.57553  0.32430  -0.18806  0.163
H  -0.36792  1.25786  -0.22803  -0.065
H  0.24260  -0.09209  0.08309  0.086
O  -0.37383  3.15087  1.28794  -0.556
H  -0.13748  3.00187  2.20346  0.293
H  -1.19301  3.64432  1.32881  0.166
O  0.40440  3.60218  -1.23378  -0.595
H  0.04934  3.31027  -0.39417  0.370
H  0.81852  4.44309  -1.03989  0.270
O  2.20595  -0.27099  0.58232  -0.337
H  2.48053  0.62762  0.76492  0.246
H  3.02259  -0.76911  0.54767  0.277
O  0.70562  -4.71046  2.00277  -0.639
H  1.45531  -4.21286  2.32926  0.445
H  -0.01851  -4.45653  2.57494  0.276
O  4.77860  -1.52560  0.34216  -0.676
H  5.23873  -1.51023  -0.49705  0.300
H  4.62019  -2.45419  0.51202  0.340
O  -5.31889  -0.03556  -3.35736  -0.642
H  -5.29205  0.62849  -4.04623  0.277
H  -4.45554  0.00980  -2.94652  0.392
O  3.56051  -3.90416  0.40724  -0.609
H  3.55069  -4.82257  0.67677  0.282
H  2.97632  -3.87008  -0.35024  0.313
O  -2.78629  0.70348  -2.09914  -0.455
H  -2.05102  0.68374  -1.48659  0.094
H  -2.81314  1.60743  -2.41280  0.372
O  0.08189  -1.12908  4.41639  -0.579
H  -0.51458  -1.65198  3.88063  0.292
H  -0.44871  -0.39049  4.71502  0.288
O  -3.17140  2.96763  2.26462  -0.612
H  -3.15263  3.88678  2.53117  0.285
H  -4.09658  2.72528  2.30368  0.283

Properties
Orbital gap (eV): 9.19

---

c) Formula: H40O20
Source: the Open Molecules 2025 dataset
Level of theory: ωB97M-V/def2-TZVPD

Each line ends with the Mulliken charge.
Positions of all 60 atoms, in Å:
O  1.94064  -1.46452  -0.61083  -0.770
H  1.28031  -1.22677  -1.17948  0.321
H  1.70738  -2.54075  -0.62616  0.430
O  2.23114  2.06403  -0.00649  -0.690
H  2.38872  1.15727  0.23726  0.218
H  2.47018  2.11444  -0.97680  0.320
O  3.03362  2.05618  -3.10030  -0.599
H  3.99243  2.32991  -3.17772  0.253
H  2.92187  1.39045  -3.74615  0.333
O  0.53851  -3.64454  -1.20896  -0.702
H  -0.40103  -3.34594  -1.53069  0.407
H  0.43468  -4.55462  -0.80265  0.301
O  -0.92121  0.16874  1.66762  -0.586
H  -1.75725  -0.24479  1.86915  0.345
H  -0.21438  -0.29193  2.22686  0.299
O  -2.91412  -1.38809  2.43301  -0.602
H  -3.15974  -1.93952  1.73507  0.471
H  -3.60667  -1.11047  2.91254  0.231
O  -3.51403  -2.79338  0.33913  -0.749
H  -3.15264  -3.69863  0.41046  0.393
H  -3.16488  -2.11722  -0.21116  0.252
O  -0.22014  2.49123  -1.07503  -0.531
H  -0.73035  3.09047  -0.52203  0.341
H  0.57259  2.25274  -0.69301  0.364
O  -0.69054  -0.68261  -0.72279  -0.405
H  -0.39702  0.18934  -1.11345  0.210
H  -0.56142  -0.55957  0.33014  0.294
O  -0.71609  1.49065  -3.59442  -0.677
H  0.11993  1.98673  -3.44118  0.358
H  -1.31115  1.62521  -2.92363  0.268
O  1.22223  3.82385  4.02586  -0.635
H  1.95559  3.50871  3.46152  0.382
H  1.21145  3.09320  4.69392  0.310
O  3.27463  3.29883  2.26085  -0.626
H  4.11969  3.27438  2.17027  0.236
H  2.87355  3.27677  1.38486  0.324
O  -1.64884  -4.67559  0.85251  -0.718
H  -1.96822  -5.12710  1.57533  0.291
H  -1.22607  -3.87543  1.33699  0.448
O  2.72957  -0.49856  -3.55917  -0.612
H  1.81358  -0.75488  -3.86572  0.415
H  2.99687  -1.04750  -2.85434  0.249
O  0.10728  -1.10226  -3.72161  -0.835
H  -0.15624  -0.24254  -3.22059  0.434
H  0.26029  -0.97109  -4.68846  0.313
O  -2.74633  3.48819  2.30122  -0.631
H  -2.39644  3.18723  3.09412  0.295
H  -3.03069  2.60746  1.85697  0.329
O  -1.37488  4.56385  0.40693  -0.676
H  -1.07628  4.34186  1.27559  0.354
H  -2.31399  4.78903  0.60298  0.296
O  -1.92514  -2.80555  -1.80985  -0.811
H  -1.69077  -2.09705  -1.20604  0.456
H  -1.64388  -2.51312  -2.79332  0.322
O  -0.45913  -3.58653  2.98894  -0.705
H  -0.91840  -2.77281  3.19423  0.330
H  0.36781  -3.27724  2.58636  0.326
O  1.61738  -0.40606  1.81381  -0.633
H  1.78235  -0.73451  0.89057  0.414
H  2.04366  0.43046  2.04699  0.258

Properties
Orbital gap (eV): 10.88

---

Which one is most stable, and which one is least stable? b) is the most stable of them, while a) is the least stable.

---

a) Formula: CH2N2O4
Source: the Open Molecules 2025 dataset
Level of theory: ωB97M-V/def2-TZVPD

Each line ends with the Mulliken charge.
Positions of all 9 atoms, in Å:
C  0.15569  -0.86437  0.34788  0.626
N  -1.79201  -0.28166  0.33233  -0.080
N  0.81446  0.19633  0.10084  -0.070
O  0.29176  -2.04555  0.41660  -0.447
O  -2.05666  0.60208  -0.68943  -0.119
O  -2.11459  1.05209  0.63951  -0.144
O  2.14675  0.10132  -0.14326  -0.382
H  0.41872  1.08849  0.14092  0.249
H  2.13587  0.15128  -1.14539  0.367

Properties
Orbital gap (eV): 9.40

---

b) Formula: CH2N2O4
Source: the Open Molecules 2025 dataset
Level of theory: ωB97M-V/def2-TZVPD

Each line ends with the Mulliken charge.
Positions of all 9 atoms, in Å:
C  -0.68507  -0.69228  0.47156  0.605
N  -1.49256  -0.14490  -0.35337  -0.276
N  1.68219  0.63951  0.03520  1.082
O  1.57298  0.67944  -1.16604  -0.572
O  -0.65368  -1.68087  1.09443  -0.383
O  2.63535  0.74770  0.69390  -0.524
O  0.54379  0.52078  0.75970  -0.438
H  -2.20807  -0.75969  -0.65296  0.249
H  -1.39494  0.69031  -0.88242  0.256

Properties
Orbital gap (eV): 10.92

---

Which one is most stable, and which one is least stable? b) is the most stable of them, while a) is the least stable.